{"formula": "C21H25N5O5S2Ti", "method": "ωB97M-V/def2-TZVPD", "de_lowest_kcal_mol": 0.00, "charge": 2, "elements": ["Ti", "C", "N", "C", "C", "O", "C", "O", "C", "C", "O", "N", "C", "C", "H", "H", "H", "H", "H", "H", "H", "H", "H", "H", "H", "H", "H", "H", "H", "H", "O", "N", "N", "O", "C", "C", "C", "C", "C", "C", "H", "H", "H", "H", "H", "S", "C", "N", "C", "C", "C", "C", "C", "C", "S", "H", "H", "H", "H"], "positions_angstrom": [[0.51849, 0.64653, 0.31052], [2.85232, 0.04324, 5.20426], [2.17883, 0.71087, 4.07001], [2.14289, 2.18416, 4.12188], [1.94636, 0.16580, 2.90450], [1.46702, 0.86279, 1.97832], [2.25964, -1.25425, 2.53736], [1.65529, -1.53738, 1.30014], [0.62466, -2.50174, 1.31482], [-0.69367, -1.78371, 1.58583], [-0.70326, -0.50891, 1.58891], [-1.75746, -2.52646, 1.83462], [-3.07875, -1.95141, 2.16067], [-1.67822, -4.00582, 1.98422], [3.92371, -0.02439, 5.02598], [2.43984, -0.94246, 5.36367], [2.69125, 0.66486, 6.05855], [3.12004, 2.47702, 4.48163], [1.39858, 2.50280, 4.84895], [1.95267, 2.58552, 3.13734], [1.92045, -1.96570, 3.30698], [3.36084, -1.38483, 2.48283], [0.86078, -3.28063, 2.08813], [0.62227, -2.99597, 0.35596], [-3.09636, -0.90239, 1.93656], [-3.29329, -2.17229, 3.23849], [-3.78397, -2.50108, 1.52193], [-1.33738, -4.47378, 1.04321], [-2.71713, -4.31759, 2.06374], [-1.12851, -4.31871, 2.86157], [-0.09069, -0.84258, -0.80905], [0.21520, -0.92172, -2.10677], [1.11459, -0.08183, -2.34560], [1.59634, 0.64389, -1.32688], [1.60860, 0.12948, -3.67520], [1.37428, -0.89548, -4.60546], [1.78783, -0.65197, -5.91438], [2.36448, 0.56485, -6.25425], [2.59275, 1.54565, -5.30849], [2.22273, 1.34672, -3.96836], [0.99685, -1.84120, -4.33733], [1.71164, -1.40512, -6.67296], [2.59926, 0.80020, -7.30699], [3.02413, 2.48821, -5.64752], [2.41095, 2.17169, -3.26839], [1.13213, 3.08162, 0.24974], [-0.39772, 2.95241, -0.45080], [-1.00918, 1.76614, -0.32069], [-2.27524, 1.74469, -0.96364], [-3.15583, 0.66823, -0.99483], [-4.37663, 0.84110, -1.63669], [-4.70506, 2.08851, -2.18739], [-3.80537, 3.17596, -2.19871], [-2.59306, 2.97945, -1.55655], [-1.27609, 4.10511, -1.36559], [-2.93409, -0.27196, -0.56671], [-5.05380, 0.01706, -1.79193], [-5.66048, 2.20315, -2.67957], [-4.08644, 4.10365, -2.70055]]}

{"formula": "C56H94Br20N6O6", "method": "ωB97M-V/def2-TZVPD", "elements": ["Br", "C", "C", "Br", "H", "H", "H", "H", "Br", "C", "C", "Br", "H", "H", "H", "H", "Br", "C", "C", "Br", "H", "H", "H", "H", "Br", "C", "C", "Br", "H", "H", "H", "H", "Br", "C", "C", "Br", "H", "H", "H", "H", "Br", "C", "C", "Br", "H", "H", "H", "H", "Br", "C", "C", "Br", "H", "H", "H", "H", "Br", "C", "C", "Br", "H", "H", "H", "H", "Br", "C", "C", "Br", "H", "H", "H", "H", "Br", "C", "C", "Br", "H", "H", "H", "H", "C", "O", "H", "H", "H", "H", "C", "O", "H", "H", "H", "H", "C", "O", "H", "H", "H", "H", "C", "O", "H", "H", "H", "H", "C", "O", "H", "H", "H", "H", "C", "O", "H", "H", "H", "H", "N", "C", "C", "C", "C", "C", "H", "H", "H", "H", "H", "N", "C", "C", "C", "C", "C", "H", "H", "H", "H", "H", "N", "C", "C", "C", "C", "C", "H", "H", "H", "H", "H", "N", "C", "C", "C", "C", "C", "H", "H", "H", "H", "H", "N", "C", "C", "C", "C", "C", "H", "H", "H", "H", "H", "N", "C", "C", "C", "C", "C", "H", "H", "H", "H", "H"], "positions_angstrom": [[-6.94961, 0.26321, 0.24266], [-5.14518, -0.46154, -0.29854], [-5.15672, -1.12288, -1.69352], [-4.97780, 0.32302, -3.05316], [-4.87047, -1.15639, 0.49381], [-4.45290, 0.37890, -0.33752], [-6.09912, -1.62771, -1.88846], [-4.35448, -1.84958, -1.82054], [5.65668, -8.44922, 2.15029], [4.04833, -7.25413, 2.05242], [4.29229, -6.27189, 0.96823], [2.78018, -4.98943, 0.75796], [3.96141, -6.70601, 2.98969], [3.11926, -7.80912, 1.93429], [4.29234, -6.80010, 0.01609], [5.23426, -5.72961, 0.94201], [-2.09748, -0.97578, 6.41140], [-1.68865, 0.91926, 6.17367], [-2.66146, 1.80343, 6.91934], [-1.99459, 3.66556, 6.58614], [-1.57008, 1.09618, 5.10686], [-0.70027, 1.05910, 6.60528], [-2.74380, 1.66569, 7.99486], [-3.68835, 1.66304, 6.58684], [-2.01789, 1.63362, -0.95001], [-1.38471, -0.19843, -0.65354], [-0.07784, 0.02695, 0.11273], [1.01386, -1.59295, 0.34019], [-1.25028, -0.69383, -1.61131], [-2.14224, -0.72803, -0.07995], [-0.21182, 0.49322, 1.08839], [0.50823, 0.73463, -0.47140], [-3.47599, -0.39713, -7.39988], [-1.83428, -1.47714, -6.82586], [-1.73150, -1.58569, -5.30171], [-1.44936, 0.25214, -4.46509], [-1.05234, -0.86349, -7.27051], [-1.77488, -2.47730, -7.25432], [-0.77933, -2.11326, -5.20013], [-2.50827, -2.10655, -4.74836], [0.61635, 6.39249, -0.84253], [-0.70202, 5.18005, 0.05131], [-1.48920, 5.98586, 1.13809], [-2.93705, 4.78061, 1.92791], [-0.17236, 4.29479, 0.40415], [-1.40812, 4.87804, -0.71830], [-1.92262, 6.92108, 0.78587], [-0.83658, 6.26928, 1.96361], [1.67546, -1.54284, -3.53312], [3.55777, -1.03252, -2.94890], [3.62602, -0.59856, -1.51150], [5.37869, 0.18643, -1.07461], [3.92221, -0.30795, -3.67565], [4.15753, -1.93056, -3.07567], [3.53354, -1.49319, -0.90224], [2.84306, 0.10024, -1.22574], [-1.86702, 3.78892, -7.51810], [-1.76049, 4.54932, -5.70433], [-3.11270, 4.45945, -4.99586], [-2.82636, 5.12883, -3.20619], [-1.23197, 5.49597, -5.60152], [-1.18792, 3.82215, -5.13093], [-3.46690, 3.43787, -4.88142], [-3.86150, 5.05728, -5.50693], [7.04509, 5.21374, -0.09105], [5.12570, 5.07647, 0.23552], [4.78723, 3.60783, 0.62226], [2.83428, 3.26814, 0.53939], [4.72341, 5.31673, -0.74437], [4.80865, 5.85920, 0.92136], [5.13525, 3.37778, 1.62805], [5.28603, 3.00050, -0.12962], [-1.73637, -3.43308, -2.33964], [-1.16084, -5.32774, -1.91757], [0.28761, -5.26504, -1.60147], [1.16032, -7.01966, -1.58082], [-1.48041, -5.92924, -2.76216], [-1.71890, -5.62758, -1.03412], [0.44909, -4.76056, -0.65170], [0.83742, -4.74654, -2.38261], [-6.45551, -4.80034, -2.27619], [-5.02720, -4.77606, -2.16500], [-6.93245, -5.17051, -1.36724], [-6.79048, -3.77104, -2.43628], [-6.74583, -5.32409, -3.18285], [-4.88348, -4.35278, -1.30399], [1.01548, -1.06013, 3.84129], [2.27593, -1.52138, 4.30104], [1.17872, -0.78009, 2.80646], [0.16942, -1.71684, 4.05318], [0.88535, -0.05725, 4.25782], [2.20937, -1.57397, 5.26012], [-1.53593, -4.14449, 2.01884], [-2.48479, -5.16156, 1.62789], [-1.75607, -3.12694, 1.70478], [-1.49456, -4.03661, 3.10649], [-0.52761, -4.44769, 1.73764], [-2.08916, -5.99740, 1.89101], [-5.43208, -3.86530, 1.84223], [-4.62364, -3.88049, 0.63509], [-6.00685, -4.78173, 2.00834], [-4.84953, -3.70443, 2.75372], [-6.12323, -3.03380, 1.71693], [-3.78736, -4.34105, 0.79694], [2.49513, -4.94735, 4.80791], [2.04159, -6.27347, 4.98024], [1.80688, -4.47182, 4.10506], [2.46943, -4.42816, 5.76759], [3.45991, -4.89315, 4.30470], [1.20513, -6.19098, 5.44717], [0.56530, 3.78356, 3.69403], [1.04071, 2.48924, 3.96555], [-0.15947, 4.09923, 4.44205], [1.41132, 4.47330, 3.62149], [0.07654, 3.74520, 2.71727], [1.79269, 2.23980, 3.40439], [3.32222, 4.09125, -4.03435], [2.29650, 4.97130, -3.93167], [0.99723, 4.55044, -3.60661], [0.75530, 3.22542, -3.39046], [1.81784, 2.31736, -3.46302], [3.09771, 2.79535, -3.68665], [2.54458, 6.01135, -4.11735], [0.19982, 5.27058, -3.50245], [-0.27425, 2.90482, -3.28223], [1.74600, 1.28016, -3.16354], [3.98242, 2.17250, -3.71301], [2.95790, -0.27300, -8.33570], [3.27483, 0.95936, -8.78483], [2.72836, 2.13216, -8.17575], [1.86753, 2.01500, -7.07768], [1.61842, 0.74530, -6.57535], [2.14255, -0.37839, -7.23155], [3.82928, 1.03489, -9.71559], [2.95597, 3.10895, -8.58282], [1.46492, 2.86112, -6.53554], [0.89636, 0.70394, -5.76985], [1.92322, -1.40905, -6.97962], [-2.85858, -0.02654, 2.36575], [-3.41292, 1.26990, 2.35860], [-4.57512, 1.63309, 3.11083], [-5.08235, 0.70276, 3.96813], [-4.59117, -0.60367, 3.95846], [-3.47444, -0.92206, 3.17331], [-2.85238, 2.04334, 1.84940], [-5.00234, 2.62755, 3.05523], [-5.89666, 0.92890, 4.64048], [-5.01780, -1.37689, 4.58341], [-3.04079, -1.90850, 3.29101], [3.63547, 1.46303, 3.36786], [4.38761, 0.51148, 2.68696], [5.74555, 0.37386, 2.84821], [6.44203, 1.22534, 3.65811], [5.71105, 2.20792, 4.32401], [4.28722, 2.26448, 4.20290], [3.87308, -0.19569, 2.04868], [6.24053, -0.48253, 2.41817], [7.51154, 1.14286, 3.79239], [6.21931, 2.94536, 4.92759], [3.64629, 3.03475, 4.61688], [-7.84852, 5.03846, 0.82625], [-7.21715, 3.85508, 0.93852], [-6.02813, 3.59589, 0.25283], [-5.44805, 4.54299, -0.61897], [-6.21297, 5.71757, -0.83047], [-7.38283, 5.94702, -0.07851], [-7.56584, 3.11806, 1.65567], [-5.44908, 2.74245, 0.58071], [-4.50943, 4.38588, -1.13387], [-5.92484, 6.54985, -1.46348], [-8.07822, 6.76980, -0.20605], [8.34367, -2.79227, 2.28212], [7.63632, -2.95195, 1.14135], [6.26323, -3.07647, 1.12715], [5.59487, -3.19694, 2.35661], [6.31492, -3.11244, 3.53685], [7.68132, -2.80245, 3.46021], [8.22193, -3.07297, 0.24171], [5.68989, -3.19829, 0.21868], [4.52411, -3.33951, 2.38452], [5.70647, -3.22053, 4.42555], [8.27827, -2.62297, 4.34791]]}

Sequential strongest force on any atom output: 0.041 0.050 Eh/bohr
Sequential HOMO energy output: -13.59 -9.23 eV